Record 1
65
Properties=species:S:1:pos:R:3 method="wB97M-V/def2-TZVPD" charge=+1 homo_ev="-10.00 / -10.68" spin_multiplicity=2 de_lowest_kcal_mol=39.6 total_energy_ha=-4015.160707
Ti -0.2019 -0.3505 0.0467
O 0.6593 1.3896 0.1284
C 0.2987 2.3753 0.9257
C 1.2249 3.0229 1.7512
C 0.8169 4.0763 2.5462
C -0.5017 4.5354 2.5314
C -1.4197 3.9184 1.7089
C -1.0466 2.8190 0.9261
C -2.0147 2.1965 0.0499
N -1.9174 0.9997 -0.3987
C -2.8155 0.5597 -1.4559
C -1.9415 0.0959 -2.6197
N -1.0352 -0.9302 -2.1184
C -0.9132 -2.3124 -2.6692
C -1.3493 -3.4057 -1.7464
C -1.7712 -4.6187 -2.2826
C -2.1154 -5.6786 -1.4624
C -2.0432 -5.5213 -0.0850
C -1.6372 -4.3215 0.4696
C -1.2771 -3.2484 -0.3488
O -0.9003 -2.1007 0.2084
H 2.2537 2.6900 1.7400
H 1.5407 4.5662 3.1839
H -0.7921 5.3740 3.1456
H -2.4421 4.2741 1.6706
H -2.8675 2.8122 -0.2534
H -3.4910 1.3619 -1.7691
H -3.4101 -0.2853 -1.0965
H -1.3604 0.9237 -3.0345
H -2.5501 -0.3363 -3.4181
H -1.3381 -2.4023 -3.6698
H -1.8219 -4.7301 -3.3583
H -2.4411 -6.6147 -1.8912
H -2.3135 -6.3433 0.5636
H -1.5860 -4.1914 1.5419
O 2.4370 -1.8564 7.1451
N 1.4074 -1.9329 6.5156
O 0.3517 -2.3544 6.9413
C 1.4634 -1.5415 5.0859
C 2.6815 -1.6209 4.5054
C 2.8270 -1.3636 3.1047
C 4.0744 -1.4254 2.4552
C 4.1343 -1.1676 1.1103
C 2.9405 -0.9119 0.4234
N 1.7561 -0.8950 1.0038
C 1.6922 -1.0599 2.3442
C 0.4254 -0.8344 3.0120
N -0.5773 -0.3236 2.2615
C -1.7463 -0.0881 2.8258
C -1.9864 -0.3287 4.1810
C -0.9775 -0.8297 4.9631
C 0.2799 -1.1041 4.3836
H 3.5416 -1.9068 5.0927
H 4.9644 -1.6611 3.0230
H 5.0684 -1.1757 0.5691
H 2.9526 -0.7226 -0.6430
H -2.5190 0.3159 2.1836
H -2.9579 -0.1084 4.5963
H -1.1403 -1.0099 6.0121
Cl 2.0826 -3.6530 -1.2517
C 1.7929 -2.7931 -2.7650
Cl 1.5250 -3.9580 -4.0821
Cl 3.1579 -1.7302 -3.1693
C 0.5505 -1.9692 -2.6433
N 0.3885 -0.7768 -2.1723

***

Record 2
55
Properties=species:S:1:pos:R:3 method="wB97M-V/def2-TZVPD" charge=+2 homo_ev=-15.45 spin_multiplicity=1 de_lowest_kcal_mol=0.0 total_energy_ha=-2243.027302
In -1.6629 -2.8065 -0.3255
F 0.1709 -0.6061 0.3184
C 2.5695 -4.4770 2.3562
C 1.6895 -3.5209 1.5518
O 0.9967 -3.9088 0.5990
N 1.6795 -2.2083 1.8614
C 2.4414 -1.6341 2.9412
H 2.0699 -4.5722 3.3266
H 3.6060 -4.1699 2.4339
H 2.3959 -5.4872 1.9896
H 1.0288 -1.6105 1.3286
H 2.5040 -2.2992 3.8057
H 1.9556 -0.7500 3.3423
H 3.4624 -1.4011 2.6303
C -3.6159 0.4216 3.3186
C -2.6293 -0.0445 2.2746
O -2.7709 -1.1466 1.7317
N -1.5486 0.6988 1.9948
C -1.2997 2.0849 2.3711
H -3.9035 -0.4818 3.8573
H -4.5200 0.8303 2.8658
H -3.3000 1.1330 4.0793
H -0.8890 0.3171 1.3088
H -2.0441 2.6917 1.8428
H -0.2953 2.3978 2.1088
H -1.5493 2.2707 3.4154
C 1.1518 -1.2321 -4.4172
C 0.7497 -1.1472 -2.9811
O 0.1679 -2.1404 -2.5098
N 1.0160 -0.0913 -2.2081
C 1.7875 1.0867 -2.6017
H 0.8638 -0.2996 -4.9048
H 0.7441 -2.1079 -4.9061
H 2.2447 -1.2747 -4.3999
H 0.8039 -0.2507 -1.2143
H 1.1782 1.9961 -2.5441
H 1.9816 1.1029 -3.6719
H 2.6491 1.3050 -1.9773
C -3.2682 1.5348 -3.0020
C -2.2304 0.8557 -2.1043
O -2.3071 -0.3574 -1.9297
N -1.3333 1.5868 -1.4082
C -1.0389 3.0047 -1.5931
H -3.2056 0.9780 -3.9353
H -3.0422 2.5859 -3.1551
H -4.2314 1.3675 -2.5273
H -0.7862 1.1299 -0.6890
H -0.2028 3.2626 -0.9462
H -1.8520 3.6717 -1.2980
H -0.8080 3.1732 -2.6448
C 2.3756 1.5723 0.7688
Cl 2.6269 3.1829 0.0850
Cl 3.2786 1.4290 2.3299
H 1.3211 1.4797 0.9848
H 2.8244 0.8750 0.0726